This record from OMol25 describes a structure of composition C33H24Cl5IN3Ru. The level of theory is ωB97M-V with the def2-TZVPD basis set.

Properties
Kohn-Sham gap (alpha / beta) ... 0.2256 / 0.2228 Eh
Highest occupied orbital energy (alpha / beta) ... -6.766 / -6.695 eV
E ... -112373.4556 eV
<S²> ... 0.759
Net charge ... 0
Molecular weight ... 867.815 g/mol
Multiplicity ... 2

```
67
Properties=species:S:1:pos:R:3:forces:R:3
H -3.79657 0.54633 3.38505 0.00 0.00 -0.01
C -1.96182 -1.38350 4.07714 0.02 -0.01 -0.01
C 4.19798 1.18750 -0.20917 0.09 0.08 -0.01
C -1.01609 -3.06001 -4.15740 -0.01 0.05 0.06
H -4.39209 -0.19607 1.89518 0.00 0.00 -0.04
C -0.33488 -1.39285 -2.57970 0.24 0.27 0.26
C -2.51295 3.58293 -3.50099 -0.04 0.07 -0.07
Cl -3.32926 1.28412 -0.35516 0.09 0.05 -0.02
H 1.82622 -0.35919 5.20889 0.00 0.00 -0.01
Cl -3.40535 4.57658 -4.59308 0.03 -0.05 0.05
C 2.09851 2.48851 3.41178 0.01 -0.06 0.22
H 3.70290 -0.04901 -3.79923 0.03 0.02 0.01
H 1.43587 -2.22440 3.80353 0.03 0.03 0.00
C 1.88896 -1.42645 0.55542 -0.29 -0.24 -0.07
C -2.63754 -2.04325 -2.70440 0.02 0.04 0.04
C -3.15363 2.89401 -2.48059 -0.07 -0.05 0.06
H -0.77148 -3.75859 -4.94694 0.00 0.00 0.00
N 1.81263 -0.73040 -2.40682 0.60 0.05 0.51
C 3.06513 0.43210 -0.50953 -0.19 -0.07 0.18
N 0.66877 -0.55618 -1.92801 -0.63 0.36 -0.08
C -1.02398 1.93869 -1.67042 0.20 -0.03 0.09
C -2.79817 -2.46446 1.95788 -0.03 0.00 -0.02
C 5.11988 1.54551 -1.17938 0.00 0.01 0.06
Cl -0.31055 4.30472 -4.88515 -0.04 -0.02 0.03
C 2.22357 -0.09199 0.61574 0.54 0.15 0.27
Cl 1.28658 2.53315 -2.93975 -0.01 0.02 0.02
H -1.74396 -0.44116 4.58065 -0.01 0.00 0.00
C 1.93927 0.30619 4.36125 -0.02 -0.09 -0.04
C 1.90318 -0.25308 3.05967 -0.01 -0.08 0.03
I 1.50787 3.26849 0.63323 -0.05 0.14 -0.23
C -1.13434 3.45955 -3.62591 0.07 0.00 -0.04
C -0.01347 -2.29054 -3.58973 0.05 -0.04 -0.14
Ru 0.27789 0.86702 -0.44732 -0.13 -0.44 -0.46
H 2.13034 2.07022 5.53628 0.01 0.02 -0.01
H 2.05496 3.56110 3.54448 0.01 0.00 0.01
H -3.65825 -1.93488 -2.35935 0.01 0.00 0.00
C 2.89795 0.01268 -1.84436 -0.38 -0.20 -0.36
N -0.90155 0.31226 1.32325 -0.28 -0.15 -0.52
H 4.36973 1.48306 0.81783 -0.01 0.01 0.01
Cl -4.86717 3.03843 -2.31945 0.03 0.01 -0.02
H 2.02003 -1.94971 -0.38041 0.02 -0.03 0.00
C 1.60912 -1.63392 2.91051 0.01 0.03 0.20
C 2.09475 1.64379 4.54277 0.01 0.16 -0.06
H -3.11118 -3.53432 -4.17180 0.01 0.00 0.00
C -0.44223 2.65357 -2.72971 0.01 -0.02 -0.01
H 5.68745 1.35612 -3.24665 0.00 0.00 -0.01
C -3.93142 -0.39953 2.86028 0.01 0.02 0.00
H 1.26789 -3.23956 1.56102 0.00 0.00 -0.04
C -2.41205 2.10117 -1.60127 -0.09 0.00 0.03
H 1.01007 -2.37183 -3.92480 -0.02 -0.01 -0.01
C -2.59953 -1.13866 2.70362 0.16 0.04 -0.12
C -1.66268 -0.31661 1.90707 0.06 0.00 0.50
H 5.97810 2.14484 -0.90341 -0.01 -0.01 0.00
H -1.83745 -0.57689 -1.32853 -0.03 -0.02 0.01
H -3.24641 -2.29730 0.97746 0.01 0.00 0.01
C -2.33082 -2.93538 -3.71983 0.02 -0.02 -0.02
H -2.65474 -1.95716 4.69474 0.01 0.00 -0.01
C -1.63463 -1.27512 -2.12857 -0.16 -0.05 0.03
H -3.46142 -3.10630 2.54016 0.00 0.00 -0.01
H -1.84689 -2.97891 1.81649 -0.01 0.00 0.01
C 1.51984 -2.19437 1.68183 0.05 0.06 -0.24
H -4.61142 -1.02664 3.43907 0.00 0.02 0.01
C 2.06061 1.96413 2.15289 0.12 -0.23 0.03
C 2.09355 0.55644 1.91321 -0.04 0.21 0.03
C 3.86602 0.31828 -2.79385 0.13 0.07 -0.13
H -1.03291 -1.94620 3.97692 -0.03 0.02 0.01
C 4.96328 1.10290 -2.48462 -0.11 -0.07 0.02
```
Forces are in eV/Å.